Entry 1:
Density functional theory data (ωB97M-V/def2-TZVPD) for 5 unconnected molecules or ions with the total composition C9H22N4O9Si in a non-equilibrium geometry.

Geometry as XYZ:
```
45
C9H22N4O9Si ωB97M-V/def2-TZVPD
O -1.32 1.93 -1.42
H -0.61 -1.66 1.54
O 0.34 6.97 -2.32
C 4.31 -2.37 0.75
H -0.51 -5.97 -1.18
O 0.33 -2.10 -0.44
H 1.14 0.15 1.79
C -0.79 -2.20 0.50
O -1.36 5.90 -3.23
O 2.23 0.14 6.39
H -1.06 4.30 -1.76
H -2.06 -1.26 -1.18
H 2.81 -0.48 3.92
C -1.43 -6.51 -0.95
N -0.42 2.33 -2.17
O -1.86 -5.18 0.91
O -1.76 -7.36 1.20
Si 1.93 0.01 0.56
H 4.85 -3.41 0.48
H -0.44 4.01 -3.42
H 2.47 1.32 0.13
H 0.70 4.09 -2.02
C 2.39 -1.27 4.55
O 0.40 -0.89 5.71
N -0.81 6.91 -2.78
C -2.27 -1.81 -0.17
H -1.32 -7.58 -1.16
C -1.60 8.17 -2.77
C -0.30 3.80 -2.35
H -2.83 -1.17 0.63
O 0.38 1.62 -2.79
H -2.85 -2.80 -0.44
N 1.61 -0.62 5.64
H -0.89 -3.36 0.78
C 0.66 -0.70 -0.77
H -2.28 -6.10 -1.49
N -1.70 -6.34 0.50
H -0.28 0.01 -0.89
H -1.06 8.90 -3.37
H -1.69 8.50 -1.73
C 3.34 -1.33 0.79
H 1.72 -1.91 3.97
H 3.18 -1.86 5.02
H -2.59 7.97 -3.19
H 1.29 -0.75 -1.78
```

The structure (SMILES) is C#C[SiH2]COCC.C[N+](=O)[O-].C[N+](=O)[O-].C[N+](=O)[O-].C[N+](=O)[O-]. For the HOMO-LUMO gap, the calculation gives 8.2 eV. The electronic energy is -1541.168748 hartree. The value obtained for the lowest unoccupied orbital energy is -0.711 eV.


Entry 2:
Density functional theory data (ωB97M-V/def2-TZVPD) for a molecular structure, C16H21MoN3O2S2.

Geometry as XYZ:
```
45
C16H21MoN3O2S2 ωB97M-V/def2-TZVPD
H -1.86 -5.32 2.15
Mo 0.12 0.86 0.51
H -0.61 -1.21 -1.97
C 5.38 0.96 -0.39
H -1.95 -0.39 -2.78
C 4.64 2.31 -0.32
H -4.07 0.01 -1.73
C -2.89 -3.45 2.03
H -2.42 0.30 1.04
H 4.37 -0.96 -0.80
H -1.82 4.06 -1.62
C -3.87 -0.68 -0.91
C -1.69 -1.16 -2.04
C -1.03 4.58 -1.08
H -4.31 -1.64 -1.18
H -2.07 -2.11 -2.42
S 1.19 -0.59 4.79
N 4.27 0.03 -0.67
H 6.12 0.92 -1.19
C 0.12 3.67 -0.83
N 3.22 1.92 -0.37
H 2.48 2.61 -0.54
H -0.68 5.45 -1.64
H 5.85 0.69 0.55
O 1.30 3.90 -0.89
N 0.64 0.25 2.23
S 1.60 -0.23 -0.92
C -2.90 -2.18 1.48
H 0.02 -2.37 -0.29
C -1.72 -0.19 0.36
H 4.86 2.85 0.60
O -0.28 2.38 -0.48
C -0.80 -2.67 0.35
H -0.01 -4.62 0.67
H 4.87 2.96 -1.17
H -1.42 4.90 -0.12
C 3.10 0.64 -0.63
H -4.36 -0.30 -0.02
C -1.85 -1.77 0.63
H -3.71 -1.50 1.71
H -3.70 -3.76 2.68
C -1.85 -4.32 1.73
C -0.81 -3.93 0.90
C 0.89 -0.12 3.36
C -2.38 -0.78 -0.77
```

For the HOMO-LUMO gap (alpha / beta), the calculation gives 7.1 / 7.1 eV. The electronic energy is -1801.051481 hartree. The value obtained for the lowest unoccupied orbital energy (alpha / beta) is -7.617 / -7.649 eV. As for the total charge: +2.


Entry 3:
Density functional theory data (ωB97M-V/def2-TZVPD) for a single C10H22O6 molecule in a non-equilibrium geometry.

Geometry as XYZ:
```
38
C10H22O6 ωB97M-V/def2-TZVPD
O 1.08 1.86 3.27
H -0.85 -2.77 -1.20
C -0.64 2.22 -1.43
H -0.89 2.92 -0.67
H 2.78 0.64 -1.26
H -2.42 -1.46 0.64
H -2.01 1.35 -2.86
H 0.98 -0.96 1.70
H 1.44 -3.19 -0.70
O -0.44 -2.18 0.77
C -1.52 -1.41 1.34
H 0.21 1.15 3.42
C 0.82 0.57 -2.10
H 0.17 -0.22 -2.65
H -0.04 2.81 -2.22
H 2.81 0.72 2.62
H -2.29 0.35 2.18
H -0.64 0.57 1.06
C 2.12 -0.19 -1.70
H 1.43 1.16 1.38
H -1.71 -1.72 2.36
H 2.62 -0.43 -2.70
O 2.02 -1.30 -0.80
C -0.29 -2.00 -0.56
H 1.15 -2.71 -2.17
H -3.26 0.60 -0.88
H -0.62 -1.01 -0.83
O -2.23 0.71 -0.82
O -0.34 -0.10 3.02
H 1.17 1.19 -2.89
C 1.07 -2.28 -1.13
C -2.03 1.74 -1.80
H -2.80 2.62 -1.65
O 0.19 1.19 -1.00
H 1.53 -0.96 3.40
C -1.24 0.02 1.86
C 1.66 0.90 2.38
C 1.02 -0.41 2.63
```

The structure (SMILES) is OCCOCCOCCOCCOCCO. For the HOMO-LUMO gap, the calculation gives 9.2 eV. The electronic energy is -845.453626 hartree. The value obtained for the lowest unoccupied orbital energy is 0.288 eV.


Entry 4:
Density functional theory data (ωB97M-V/def2-TZVPD) for 3 unconnected molecules or ions with the total composition C14H32Cl2O6 in a non-equilibrium geometry.

Geometry as XYZ:
```
54
C14H32Cl2O6 ωB97M-V/def2-TZVPD
H -10.38 8.66 -4.25
H -6.85 4.48 -7.85
H -7.69 3.65 -6.57
H -10.56 4.42 -7.70
C -11.81 6.11 -13.40
H -12.80 7.37 -5.20
H -12.60 4.31 -5.73
H -11.55 7.07 -12.94
C -11.76 7.76 -7.59
H -10.00 7.34 -3.15
O -8.63 3.74 -8.42
C -8.31 3.76 -3.71
H -10.05 3.45 -1.85
H -11.74 2.54 -8.61
H -10.88 3.25 -4.11
Cl -8.60 9.17 -2.82
C -10.76 2.78 -9.01
Cl -8.51 8.57 -6.24
H -8.14 2.84 -3.16
O -11.55 4.98 -12.59
C -12.56 5.21 -5.11
H -12.16 3.89 -3.03
C -8.82 7.35 -4.96
H -9.90 2.83 -7.14
H -13.39 5.08 -4.40
C -9.57 8.04 -3.86
O -11.64 6.60 -6.78
H -8.26 5.29 -7.07
C -9.95 3.55 -7.97
H -10.54 5.02 -1.67
O -11.38 5.30 -4.29
H -9.12 3.95 -10.54
C -7.84 4.34 -7.41
H -12.74 7.84 -8.06
H -8.84 3.53 -4.64
H -12.85 6.11 -13.72
C -12.70 6.49 -5.86
H -7.34 4.11 -4.07
H -13.64 6.42 -6.43
H -9.56 5.56 -12.28
H -10.98 7.80 -8.35
H -11.61 8.63 -6.94
C -10.43 5.15 -11.75
H -9.94 3.09 -11.79
C -10.09 3.87 -11.03
O -11.16 3.46 -10.20
H -7.90 6.90 -4.59
H -9.42 6.57 -5.41
H -11.13 6.01 -14.25
H -10.24 1.85 -9.29
H -10.69 5.94 -11.03
O -8.91 4.78 -2.95
C -11.22 4.12 -3.53
C -10.17 4.36 -2.46
```

The structure (SMILES) is COCCOCCOC.COCCOCCOC.ClCCCl. For the HOMO-LUMO gap, the calculation gives 10.1 eV. The electronic energy is -1924.315977 hartree. The value obtained for the lowest unoccupied orbital energy is 0.633 eV.


Entry 5:
Density functional theory data (ωB97M-V/def2-TZVPD) for a molecular structure, C28H62BaCl6F12NO14PS2 in a non-equilibrium geometry.

Geometry as XYZ:
```
127
C28H62BaCl6F12NO14PS2 ωB97M-V/def2-TZVPD
H -3.44 -1.15 0.72
H 1.67 -2.22 4.98
H -4.89 -11.25 -0.38
O 1.33 -0.68 6.52
H -0.91 -12.22 0.98
O -3.38 -4.18 2.59
Cl -7.13 -4.67 5.55
S -2.83 -5.56 2.52
Cl -3.38 0.38 -0.93
H -6.07 -1.03 -1.40
C -8.26 -2.00 -2.47
O -3.15 -6.43 3.65
O 0.90 -8.24 -0.46
H 2.25 -4.23 6.08
O -7.68 -0.69 -2.52
C 1.30 -1.50 7.66
Cl -5.59 -2.13 7.03
F -5.58 -3.96 -0.45
H 1.10 -6.91 6.82
F -3.37 -3.75 -0.23
C -6.48 -8.35 4.36
H -4.88 -0.24 0.78
H -5.72 -6.52 7.58
H -5.48 -3.52 4.19
C -4.38 -4.61 -0.51
O -5.37 -5.87 1.79
Cl 0.72 -5.38 8.46
C -6.86 -0.28 -1.43
O -4.58 -7.34 -0.03
H 0.73 -8.99 2.20
H -7.46 0.09 -0.60
H 1.10 -0.77 4.44
H -2.21 0.50 1.92
S -4.43 -6.08 0.70
C -0.28 -12.08 0.11
H -9.79 -3.01 -1.41
H 0.12 -5.57 6.23
H -7.35 -1.63 5.71
H -0.75 -12.35 -0.83
H -7.27 -7.20 7.08
H -7.50 -2.77 -2.39
F -0.14 -6.25 2.35
H 2.55 -9.34 0.26
C 0.01 -9.27 2.98
F -2.16 -5.55 -4.07
H 1.57 -0.94 8.56
H -8.54 -10.02 3.80
H 2.07 -11.36 -0.73
C -9.20 -2.38 1.14
O 0.22 -10.78 0.14
H -4.82 -7.05 5.13
C -4.74 -10.61 0.50
H -9.72 -1.33 -1.10
O -3.41 -10.47 1.06
C -0.93 -5.20 2.79
C -6.26 -7.45 7.41
F -1.50 -7.86 -4.72
H -7.77 -9.66 2.33
F -2.81 -7.43 -2.87
C -6.50 -3.30 4.52
C -3.81 -0.12 0.66
C -9.08 -2.20 -1.25
F -0.59 -8.03 -2.60
H 0.27 -1.78 7.88
H -5.96 -1.19 4.84
H -7.11 -3.17 3.63
C 1.00 -5.83 6.83
C 1.46 -6.97 -0.19
H -2.06 -2.66 7.48
H -9.75 -1.44 1.12
C -3.43 -10.20 2.40
H -1.69 -11.34 2.92
O -8.37 -2.42 0.01
N -2.76 -6.26 1.18
H -4.66 -8.79 5.09
O -0.50 -3.05 6.09
C -6.38 -2.02 5.40
H -3.91 -9.26 2.66
H -6.43 -7.94 8.37
C -2.01 -10.30 3.02
F -0.58 -4.14 2.16
C -3.24 0.80 1.74
C -7.60 -10.17 3.28
H 0.84 -10.56 -1.78
C 2.30 -5.32 6.17
H -4.00 -11.01 2.87
H 1.79 -2.47 7.59
F -0.02 -6.23 -3.91
H -6.38 0.62 -1.82
O -1.22 -9.42 2.30
F -0.64 -4.98 4.08
H -6.58 -7.84 3.41
H -7.43 -8.19 4.86
H -5.33 -9.71 0.33
C -1.79 -3.19 6.56
H -2.54 -2.99 5.80
C 1.94 -9.22 -0.64
C -0.38 -1.97 5.20
C 1.02 -1.41 5.32
H -2.03 -10.12 4.10
Cl 2.33 -5.89 4.45
H 3.25 -5.60 6.62
H -3.35 1.88 1.60
H -1.87 -4.22 6.93
H -9.80 -3.29 1.09
H -7.34 -11.21 3.09
H -8.65 -2.52 2.07
H -1.01 -1.11 5.41
P -1.39 -6.86 -3.43
O -5.46 -8.41 6.63
O -6.50 -9.72 4.03
H 0.68 -6.26 -0.48
C 1.28 -10.61 -0.79
H 2.39 -6.66 -0.66
H -0.57 -2.21 4.15
Cl -4.06 0.38 3.25
H -8.93 -2.07 -3.33
Ba -1.79 -8.46 -0.07
H 1.73 -6.84 0.86
F -4.20 -5.15 -1.74
F -1.16 -6.16 -1.93
C -5.37 -7.98 5.27
H 0.42 -10.19 3.39
H 2.61 -8.99 -1.47
H 0.01 -8.56 3.80
H 0.50 -12.85 0.15
H -5.29 -11.18 1.25
```

Its expectation value of S² is 0.756. For the HOMO-LUMO gap (alpha / beta), the calculation gives 8.6 / 2.2 eV. The electronic energy is -7334.599126 hartree. The multiplicity is 2. The value obtained for the lowest unoccupied orbital energy (alpha / beta) is -2.227 / -8.664 eV. As for the total charge: +1.


Entry 6:
Density functional theory data (ωB97M-V/def2-TZVPD) for a single C2ClF3 molecule in a non-equilibrium geometry.

Geometry as XYZ:
```
6
C2ClF3 ωB97M-V/def2-TZVPD
Cl -0.19 -0.43 -1.92
F 1.51 0.90 0.02
F 0.43 0.43 1.75
C -0.50 -0.30 -0.39
F -1.61 -0.94 0.05
C 0.36 0.33 0.49
```

The structure (SMILES) is FC(F)=C(F)Cl. For the HOMO-LUMO gap, the calculation gives 10.1 eV. The electronic energy is -835.930202 hartree. The value obtained for the lowest unoccupied orbital energy is 0.774 eV.


Entry 7:
Density functional theory data (ωB97M-V/def2-TZVPD) for 3 unconnected molecules or ions with the total composition C4H12N2O3 in a non-equilibrium geometry.

Geometry as XYZ:
```
21
C4H12N2O3 ωB97M-V/def2-TZVPD
H -2.76 -0.31 0.23
H 1.11 2.18 -0.88
C -0.66 1.08 -0.46
H -0.32 -1.34 -1.04
H 0.93 0.81 -1.94
H 0.20 0.11 1.83
H -0.09 2.24 -2.16
H 1.15 -2.70 0.69
C 0.38 1.59 -1.43
H -1.74 -1.38 0.92
O 0.30 1.17 1.38
H 2.78 -1.22 -0.09
C 1.12 -1.65 1.02
H -1.51 -0.40 -1.83
H 1.97 0.13 0.69
O -1.66 1.72 -0.17
N 2.08 -0.86 0.52
O 0.32 -1.28 1.91
N -2.12 -1.07 0.03
C -1.08 -0.59 -0.84
H -0.40 1.78 1.61
```

The structure (SMILES) is CC(=O)CN.NC=O.O. For the HOMO-LUMO gap, the calculation gives 8.5 eV. The electronic energy is -494.790959 hartree. The value obtained for the lowest unoccupied orbital energy is 0.480 eV.


Entry 8:
Density functional theory data (ωB97M-V/def2-TZVPD) for a molecular structure, C7H12N3Sn in a non-equilibrium geometry.

Geometry as XYZ:
```
23
C7H12N3Sn ωB97M-V/def2-TZVPD
H 0.73 0.42 -3.01
C 0.19 1.36 0.11
C 0.23 0.27 2.64
H -0.17 -0.45 -4.27
C 0.33 2.19 1.21
H -1.46 -3.08 -1.53
H 0.44 3.26 1.07
H -1.78 -1.99 -0.31
H 2.33 -1.71 -1.41
H 0.03 -1.62 1.61
C 0.55 2.50 3.66
C 0.37 1.65 2.50
H 0.25 -0.21 3.62
N 0.69 3.20 4.59
N 0.07 0.01 0.26
C -0.26 0.00 -3.28
H -0.98 0.84 -3.27
N -1.05 -2.56 -0.75
Sn 0.69 -1.24 -1.38
H -0.74 -0.84 -2.59
H 0.19 1.75 -0.91
C 0.09 -0.53 1.51
H -0.73 -3.24 -0.06
```

For the HOMO-LUMO gap (alpha / beta), the calculation gives 6.8 / 4.4 eV. The electronic energy is -652.056684 hartree. The value obtained for the lowest unoccupied orbital energy (alpha / beta) is -4.349 / -4.798 eV. As for the total charge: +1.